No. 1
The following is a quantum chemistry calculation of C20H21N3O5 in the gas phase in a non-equilibrium geometry, from the OMol25 dataset.

XYZ file:
```
49
Properties=species:S:1:pos:R:3:forces:R:3:lowdin_charge:R:1
C -8.5077 -0.6843 -0.4200 -0.2 0.1 0.0 -0.0872
H -9.3462 -1.3615 -0.5744 0.0 0.1 0.0 0.0932
O -7.3504 -1.4673 -0.5906 0.3 -0.2 0.0 -0.0802
C -6.1352 -0.8763 -0.4613 0.2 0.0 0.0 -0.2734
C -5.9286 0.4679 -0.1618 -0.4 -0.2 0.0 -0.0138
C -4.6422 0.9604 -0.0548 0.4 -0.2 0.0 -0.0174
C -3.5447 0.1271 -0.2432 -0.6 -0.2 0.0 -0.1759
C -3.7521 -1.2210 -0.5437 -0.1 0.2 0.0 -0.0155
C -5.0303 -1.7141 -0.6505 -0.2 0.0 0.0 0.0044
H -5.2129 -2.7514 -0.8825 0.0 -0.1 0.0 0.1185
H -2.8962 -1.8603 -0.6902 0.1 -0.1 0.0 0.1129
C -2.2060 0.6591 -0.1299 1.2 0.2 0.0 -0.3007
N -1.1124 -0.0421 -0.2937 -0.9 -0.9 -0.2 0.1434
O -0.0905 0.8370 -0.1001 0.3 0.8 0.1 0.0314
C -0.6480 2.0245 0.1744 -0.7 -0.1 -0.1 -0.3324
N -1.9421 1.9712 0.1718 0.1 0.4 0.1 0.2080
C 0.1906 3.2153 0.4469 0.3 -0.1 0.0 -0.0833
H 0.6000 3.5861 -0.4976 0.0 0.1 0.1 0.1342
H -0.4585 3.9827 0.8694 0.0 -0.1 -0.1 0.1266
C 1.3607 2.8965 1.3876 0.1 0.1 -0.3 -0.0791
H 1.8142 3.8390 1.6982 0.0 -0.1 0.0 0.1258
C 2.4249 2.1020 0.6311 -0.2 0.1 0.5 -0.4740
O 3.0923 2.6242 -0.2375 0.1 0.1 -0.3 0.0740
N 2.5285 0.8130 1.0281 0.0 -0.4 0.4 0.1485
C 3.3160 -0.2108 0.4912 0.0 -0.3 0.0 -0.1315
C 4.2911 0.0090 -0.4688 0.2 0.1 -0.2 0.0602
C 5.0359 -1.0572 -0.9619 -0.2 -0.3 0.2 -0.2732
C 4.7943 -2.3392 -0.4789 0.2 0.2 -0.2 -0.0069
C 3.8234 -2.5602 0.4813 -0.2 0.1 0.1 -0.0171
C 3.0755 -1.5063 0.9790 0.0 0.1 -0.1 -0.2119
O 2.0927 -1.6118 1.9383 0.2 0.4 -0.3 -0.1049
C 1.7164 -2.8997 2.3573 -0.1 -0.2 0.1 -0.0835
H 1.3781 -3.5105 1.5150 0.0 0.0 0.0 0.0995
H 2.5360 -3.4097 2.8741 0.0 0.0 0.0 0.0954
H 0.8897 -2.7543 3.0514 0.1 -0.1 0.0 0.0940
H 3.6604 -3.5661 0.8331 0.0 -0.1 0.1 0.1055
H 5.3760 -3.1590 -0.8677 0.1 -0.1 0.0 0.1166
O 6.0116 -0.9420 -1.9057 -0.1 -0.2 0.1 -0.0850
C 6.2791 0.3358 -2.4339 0.0 0.2 -0.1 -0.0865
H 5.3984 0.7598 -2.9255 0.0 0.0 0.0 0.0978
H 6.6270 1.0259 -1.6590 0.0 0.0 0.0 0.0970
H 7.0692 0.1898 -3.1690 -0.1 0.1 0.0 0.0915
H 4.4386 1.0152 -0.8185 0.0 0.0 0.0 0.0937
H 1.8679 0.4618 1.7086 0.0 0.2 -0.1 0.1353
H 1.0086 2.3641 2.2716 0.0 0.0 0.0 0.1212
H -4.4734 2.0007 0.1760 0.0 0.1 0.0 0.1102
H -6.7607 1.1375 -0.0113 -0.1 0.0 0.0 0.1025
H -8.5572 0.1253 -1.1549 0.0 0.0 0.0 0.0961
H -8.5635 -0.2644 0.5893 0.0 0.0 0.0 0.0959
```
Forces are in eV/Å.

relative energy (zero: lowest compared OMol25 entry of this formula, charge and spin) = 62.59 kcal/mol
LUMO = 0.688 eV
structure (SMILES) = COc1ccc(-c2noc(CCC(=O)Nc3cc(OC)ccc3OC)n2)cc1
DFT total energy = -35787.534 eV
orbital gap = 8.4 eV

***

No. 2
The following is a quantum chemistry calculation of C20H21N3O5S in the gas phase in a non-equilibrium geometry, from the OMol25 dataset.

XYZ file:
```
50
Properties=species:S:1:pos:R:3:forces:R:3:lowdin_charge:R:1
O 1.7052 -1.7148 -1.6426 0.4 -0.2 0.0 0.0224
C 0.6331 -1.1203 -1.6169 -0.3 0.2 -0.1 -0.4287
N 0.2999 -0.2562 -2.6302 0.3 -0.1 -0.2 0.1797
C -0.8005 0.5556 -2.6606 -0.7 0.3 0.4 -0.1701
C -1.0146 1.4163 -3.7488 -0.2 0.2 -0.1 0.0797
C -2.1242 2.2149 -3.6960 -0.2 -0.2 0.5 -0.1946
C -3.0136 2.1890 -2.6041 0.4 -0.2 -0.2 -0.1942
C -2.8215 1.3583 -1.5403 -0.1 0.3 -0.4 0.0808
C -1.6915 0.5150 -1.5697 0.3 0.1 -0.5 -0.1344
C -1.4221 -0.4063 -0.5190 0.3 -0.3 -0.1 0.0674
C -0.3403 -1.2212 -0.5413 -0.2 0.0 0.0 -0.1087
C -0.0509 -2.2227 0.5511 0.1 0.0 -0.2 -0.0877
N -0.0136 -1.6034 1.8634 0.4 0.2 -0.1 -0.1137
C 0.8357 -0.5790 2.1190 0.0 -0.1 -0.2 -0.7535
N 1.7697 -0.2953 1.1942 -0.1 -0.4 0.0 0.0388
H 1.9286 -0.9230 0.4206 0.0 -0.2 -0.1 0.0965
C 2.7177 0.7877 1.3086 0.3 0.5 0.1 -0.1269
C 4.0747 0.3489 0.8640 -0.4 -0.5 -0.7 -0.2545
C 4.4732 -0.4570 -0.1630 -0.3 0.4 0.4 -0.0196
C 5.8879 -0.5096 -0.0922 0.3 0.3 0.4 -0.0613
C 6.2390 0.2683 0.9652 0.4 -0.5 -0.6 -0.1250
O 5.1481 0.7899 1.5522 -0.3 0.3 0.4 0.0527
H 7.1908 0.5223 1.3873 0.1 0.1 0.1 0.1170
H 6.5435 -1.0522 -0.7416 0.2 -0.1 -0.1 0.0989
H 3.8506 -0.9558 -0.8788 -0.2 -0.1 -0.1 0.0898
H 2.7603 1.1156 2.3519 0.0 0.0 -0.3 0.0712
H 2.3751 1.6391 0.7000 0.1 -0.1 0.2 0.1374
S 0.6860 0.3448 3.4999 0.0 0.6 0.8 0.7256
C -0.7773 -2.2332 2.9217 -0.4 -0.3 0.3 -0.1926
H -0.5357 -3.3030 2.9165 0.0 0.1 0.0 0.1257
H -0.4389 -1.8083 3.8697 0.0 -0.2 -0.2 0.0720
C -2.2960 -2.0650 2.8030 0.2 0.5 0.1 -0.1550
C -2.8028 -0.6838 3.2419 -0.2 -0.5 0.1 -0.2754
H -3.8953 -0.6706 3.1706 0.1 0.0 0.1 0.1152
O -2.3459 0.3644 2.4278 0.0 0.3 -0.3 -0.1180
H -1.4325 0.5682 2.6939 0.1 0.1 0.1 -0.0211
H -2.5224 -0.5111 4.2881 0.0 0.0 0.0 0.1169
H -2.6122 -2.2514 1.7747 -0.1 -0.1 -0.1 0.1018
H -2.7701 -2.8120 3.4415 0.0 -0.1 0.0 0.1142
H -0.8433 -2.9740 0.5688 0.1 0.0 0.0 0.1338
H 0.8914 -2.7389 0.3202 -0.2 0.0 0.0 0.1342
H -2.0995 -0.4156 0.3228 0.0 0.0 0.1 0.1078
H -3.4913 1.3399 -0.6980 -0.1 0.0 0.1 0.1350
O -4.0165 3.0908 -2.8289 0.0 -0.2 0.3 0.0409
C -3.7388 3.6884 -4.0743 -0.8 0.9 -0.5 -0.1498
O -2.5564 3.1256 -4.6078 0.5 -0.3 0.0 0.0490
H -3.6016 4.7734 -3.9439 0.0 -0.3 0.0 0.1425
H -4.5751 3.5085 -4.7677 0.2 0.0 0.2 0.1421
H -0.3355 1.4482 -4.5843 0.1 0.0 -0.1 0.1276
H 0.9691 -0.1899 -3.3888 0.0 -0.1 0.2 0.1681
```
Forces are in eV/Å.

relative energy (zero: lowest compared OMol25 entry of this formula, charge and spin) = 46.86 kcal/mol
LUMO = 0.103 eV
structure (SMILES) = O=c1[nH]c2cc3c(cc2cc1CN(CCCO)C(=S)NCc1ccco1)OCO3
DFT total energy = -46623.875 eV
orbital gap = 8.1 eV

***

No. 3
The following is a quantum chemistry calculation of a molecular structure, C20H21N3OS in a non-equilibrium geometry, from the OMol25 dataset.

XYZ file:
```
46
Properties=species:S:1:pos:R:3:forces:R:3:lowdin_charge:R:1
C -2.9210 -0.9305 2.7792 -0.1 -3.2 -5.2 -0.1078
H -2.3902 -1.6113 1.9489 -1.3 0.4 1.9 0.1112
H -2.4163 -1.1097 3.6442 0.7 -0.6 2.7 0.0474
H -3.9927 -1.1187 2.6774 0.2 -0.4 0.7 0.0983
C -2.6336 0.3574 2.2255 2.7 5.9 7.3 -0.3233
C -3.2581 0.8499 1.0850 -2.8 2.6 -3.0 -0.2672
C -4.5646 1.3555 1.1048 5.6 -0.1 -11.9 0.0922
C -5.0283 1.8792 -0.4046 -1.2 -1.6 6.8 -0.0042
C -4.3188 1.7054 -1.5317 9.5 -6.2 12.3 -0.0224
C -2.9621 1.0816 -1.3771 -7.3 4.2 2.3 -0.0037
C -2.5215 0.9612 -0.1218 0.9 -2.7 -1.3 -0.2425
N -1.2960 0.2595 -0.1574 4.5 -5.4 4.1 0.0215
C -0.0387 0.3559 -0.8096 -5.9 8.1 -0.5 -0.6522
N 1.0727 -0.1232 -0.4277 0.9 -3.2 -0.5 -0.1093
C 1.0901 -1.3211 0.3660 -1.3 1.8 5.5 -0.0858
C 0.3555 -2.5741 0.1139 6.4 -1.5 -4.0 -0.2719
C 0.8816 -3.6799 -0.8139 -2.4 5.4 4.5 0.0932
C -0.2815 -4.4633 -0.9389 6.2 5.8 1.7 -0.0823
C -1.1421 -3.8043 -0.3147 -12.7 -1.3 4.8 -0.1833
O -0.8836 -2.7342 0.4811 0.1 -1.4 -2.0 0.0635
H -2.2917 -4.2543 -0.1501 3.2 1.6 -0.3 0.1974
H -0.3889 -5.2000 -1.4644 -1.5 -8.1 -5.5 0.0346
H 1.8041 -3.4847 -1.2685 1.1 -0.6 -0.6 0.0829
H 0.5883 -0.9504 1.6203 1.7 -0.9 -3.4 0.2247
H 2.1532 -1.3464 0.4393 0.6 -1.6 1.2 0.0963
C 2.3522 0.0277 -1.2362 -4.8 2.7 -2.2 -0.1468
C 3.3645 0.3889 -0.3587 -2.7 10.4 0.8 -0.2080
C 3.2560 2.0029 0.1711 0.3 -4.9 0.7 0.0848
C 4.1420 2.2858 1.1375 1.2 -1.5 -1.7 -0.0577
C 5.3570 1.4728 1.3366 -6.9 0.3 -3.5 -0.1369
N 5.4742 0.4188 0.6891 0.7 -4.4 -2.2 0.0790
C 4.4730 -0.1689 -0.1762 4.9 2.7 4.6 -0.0640
H 4.7012 -1.0918 -0.4430 1.1 -4.1 -1.6 0.0804
H 6.1096 1.7102 1.8837 4.6 2.0 3.8 0.0484
H 4.1190 3.2360 1.4753 -0.1 3.0 1.7 0.0562
H 2.3845 2.6361 0.0204 0.1 -0.4 -0.5 0.0753
H 2.0539 0.7165 -2.1991 1.0 -1.6 2.5 0.1431
H 2.5834 -0.9263 -1.3999 0.5 -4.1 -2.3 0.0707
S -0.0209 1.9230 -1.6557 0.6 -1.3 -0.6 0.5827
H -1.2507 -0.4636 0.7061 0.0 2.1 -2.9 0.1234
H -2.3456 0.8996 -2.1064 2.9 -0.9 -4.1 0.0101
H -4.8110 2.0372 -2.1562 -7.3 5.2 -12.7 -0.0362
H -6.0939 2.2459 -0.3003 1.5 -0.1 -0.9 0.1032
H -5.1010 1.4828 1.8683 -4.3 0.9 6.0 0.0091
H -3.2200 1.2238 3.0742 2.1 -2.4 -1.7 0.1938
H -1.4235 0.6401 2.4042 -3.2 -0.6 -0.9 0.1820
```
Forces are in eV/Å.

relative energy (zero: lowest compared OMol25 entry of this formula, charge and spin) = 403.62 kcal/mol
LUMO = 0.460 eV
DFT total energy = -38417.632 eV
orbital gap = 7.9 eV

***

No. 4
The following is a quantum chemistry calculation of C20H21NO5 in the gas phase in a non-equilibrium geometry, from the OMol25 dataset.

XYZ file:
```
47
Properties=species:S:1:pos:R:3:forces:R:3:lowdin_charge:R:1
O -4.4925 0.0740 -0.2216 3.5 -1.6 -0.8 0.0760
O -4.1054 -4.1253 3.0772 0.1 0.3 -0.9 0.0471
O -3.5107 -6.0899 1.1926 0.2 0.9 -1.0 0.0054
O -2.5087 -0.4953 -1.3032 -0.3 -0.3 1.5 -0.0414
O 2.7282 1.7272 1.1170 1.2 0.5 0.0 -0.0527
C -3.3925 -0.5290 -0.2804 -2.4 1.2 1.4 -0.3610
C -3.8476 -3.7561 1.9312 0.2 -1.2 1.0 -0.4229
C 4.3947 4.1782 -3.0175 -0.2 1.2 -1.1 -0.1268
C 3.1841 4.2021 -2.3429 0.2 0.0 -0.1 -0.0783
C 5.4292 3.3288 -2.6989 -0.2 -0.5 1.0 -0.0814
C 0.9516 0.5887 2.1340 -0.5 0.1 0.1 0.0159
C 1.5763 0.0696 -0.1641 -0.1 -0.2 0.2 -0.0094
C 3.0416 3.3731 -1.2287 -1.3 0.1 -0.1 -0.0383
C 5.2149 2.4527 -1.6196 -0.7 1.1 -0.4 -0.0319
C -0.1394 -0.2743 1.9994 0.5 0.6 1.1 -0.0307
C 0.5494 -0.8605 -0.2262 0.1 -0.1 -0.3 -0.0303
C 1.7634 0.7871 1.0186 0.1 -0.1 -0.3 -0.2943
C 4.0287 2.4794 -0.8415 0.9 0.6 -1.4 -0.2032
C -0.3313 -1.0007 0.8482 -0.7 -0.4 -0.8 -0.2344
N -3.4612 -4.6892 0.9874 -0.4 1.7 0.7 0.0208
C -2.6968 0.5325 -2.2432 -1.4 1.0 -0.7 -0.0541
C 3.9522 1.6045 0.3655 -0.2 -0.6 0.6 -0.1390
C -1.4933 -1.9724 0.8138 0.0 -0.4 -0.8 -0.0935
C -3.4302 -1.1221 2.3122 -1.3 -0.1 -1.5 0.0026
C -2.9173 -1.3960 0.8918 0.5 -0.5 -0.1 -0.2506
C -4.0209 -2.2860 1.5047 0.3 0.1 0.0 -0.0914
H -3.7008 -6.2667 2.1246 0.0 0.9 0.3 0.0991
H 4.5484 4.8862 -3.8343 -0.1 -0.2 0.1 0.1019
H 2.3827 4.8812 -2.7102 0.6 -0.6 0.6 0.1164
H 6.3789 3.4163 -3.2540 -0.6 -0.4 0.5 0.1127
H 1.1278 1.1309 3.0820 0.0 -0.3 -0.8 0.1292
H 2.2303 0.2108 -1.0254 -0.1 0.1 0.3 0.1178
H 2.0798 3.4092 -0.7109 0.4 -0.1 0.1 0.1184
H 6.0109 1.8146 -1.3688 0.8 -1.0 0.5 0.0923
H -0.8203 -0.4155 2.8563 0.5 0.1 -0.6 0.1168
H 0.4915 -1.4834 -1.1374 -0.4 0.4 0.6 0.1261
H -3.2233 -4.3215 0.0669 -0.1 -1.2 0.2 0.1510
H -3.5243 0.2393 -2.9120 0.2 0.3 0.2 0.1020
H -2.9619 1.4983 -1.7442 0.3 -0.8 -0.4 0.1141
H -1.8030 0.6406 -2.8403 0.3 -0.1 0.1 0.0881
H 4.7476 1.9164 1.0558 -0.2 -0.1 0.0 0.1383
H 4.1636 0.5460 0.0879 -0.3 0.6 0.3 0.1411
H -1.3286 -2.6123 1.6782 -0.3 -0.4 0.0 0.1272
H -1.3954 -2.5907 -0.1047 -0.1 0.2 0.5 0.1239
H -2.8042 -1.3286 3.1558 0.4 -0.4 0.0 0.1020
H -4.0328 -0.2198 2.4432 -0.1 -0.5 -0.2 0.1212
H -5.0337 -2.1525 1.0856 0.7 0.2 0.2 0.1579
```
Forces are in eV/Å.

relative energy (zero: lowest compared OMol25 entry of this formula, charge and spin) = 102.24 kcal/mol
LUMO = 0.570 eV
structure (SMILES) = COC(=O)[C@@]1(Cc2ccc(OCc3ccccc3)cc2)C[C@@H]1C(=O)NO
DFT total energy = -32805.559 eV
orbital gap = 9.1 eV

***

Which of these has the highest orbital gap?
C20H21NO5

***

Among the records above, which one has the highest relative energy (zero: lowest compared OMol25 entry of this formula, charge and spin)?
C20H21N3OS

***

Number 4 is which compound?
C20H21NO5